# C24H14Cl5N2OSW

A molecular structure, C24H14Cl5N2OSW in a non-equilibrium geometry (wB97M-V/def2-TZVPD, OMol25).

Computed properties:
- HOMO (alpha / beta): -11.04 / -11.24 eV
- Kohn-Sham gap (alpha / beta): 0.2193 / 0.2196 Eh
- Net charge: +1

Atoms and positions in Å:
W1 0.2928 0.1971 0.1215
C1 -1.6198 -4.7004 -1.2720
C2 -2.0563 -3.5419 -0.6453
C3 -1.1538 -2.5442 -0.3270
C4 0.1999 -2.6898 -0.6568
C5 0.6387 -3.8714 -1.2578
C6 -0.2723 -4.8664 -1.5574
N1 1.0810 -1.6490 -0.3293
N2 2.3066 -1.9850 -0.0780
C7 3.0587 -0.9389 0.3233
C8 4.4284 -1.0938 0.6057
C9 5.1578 -0.0005 1.0065
C10 4.5304 1.2355 1.1595
C11 3.1728 1.3825 0.9060
C12 2.4011 0.3179 0.4627
H1 -2.3305 -5.4702 -1.5285
H2 -3.0963 -3.4223 -0.3860
H3 -1.4945 -1.6555 0.2253
H4 1.6897 -3.9783 -1.4829
H5 0.0738 -5.7811 -2.0130
H6 4.8727 -2.0692 0.4989
H7 6.2149 -0.0886 1.2087
H8 5.1025 2.0925 1.4764
H9 2.7160 2.3587 1.0287
Cl1 -3.0777 0.4650 6.5607
C13 -2.5580 0.6569 4.9394
C14 -1.3999 0.0221 4.5094
C15 -1.0250 0.1853 3.1906
Cl2 0.3985 -0.5517 2.5369
C16 -1.7404 0.9580 2.2601
O1 -1.3323 1.0432 1.0195
C17 -2.9025 1.5984 2.7467
Cl3 -3.8078 2.5758 1.6658
C18 -3.2999 1.4422 4.0611
H10 -0.8160 -0.5783 5.1858
H11 -4.1939 1.9399 4.4034
Cl4 -0.8375 0.0203 -2.0460
C19 -0.9059 1.5483 -2.8517
C20 -1.6637 1.7046 -3.9975
C21 -1.6906 2.9510 -4.6055
C22 -0.9521 4.0045 -4.0863
C23 -0.1664 3.8199 -2.9609
Cl5 0.8206 5.0835 -2.3646
C24 -0.1484 2.5796 -2.3043
S1 0.8368 2.3520 -0.8857
H12 -2.2121 0.8704 -4.4056
H13 -2.2748 3.0973 -5.5004
H14 -0.9651 4.9743 -4.5602

Results of the natural (NBO) charge analysis, in e, for atoms 1 through 2: number 1, W, carries 1.154; number 2, C, carries -0.182